No. 1
{
  "formula": "C42H42BrEuN4O2PS5Si",
  "method": "ωB97M-V with the def2-TZVPD basis set",
  "relative_energy_kj_mol": 233.6,
  "energy_ev": -215009.654,
  "charge": -2,
  "spin_multiplicity": 8,
  "lumo_energy_ev": [3.890, 3.890],
  "max_force_ev_per_a": 2.4,
  "homo_lumo_gap_ha": [0.16507, 0.20061],
  "symbols": ["Eu", "C", "C", "C", "C", "C", "H", "H", "H", "H", "H", "C", "C", "C", "C", "C", "C", "N", "N", "Si", "C", "C", "C", "H", "H", "H", "H", "H", "H", "H", "H", "H", "H", "H", "H", "H", "H", "H", "N", "P", "C", "C", "C", "C", "C", "C", "C", "C", "C", "C", "C", "C", "C", "C", "C", "C", "C", "N", "H", "H", "H", "H", "H", "H", "H", "H", "H", "H", "H", "H", "H", "H", "H", "C", "S", "C", "C", "S", "S", "C", "S", "S", "H", "H", "H", "Br", "C", "C", "C", "C", "C", "C", "C", "O", "O", "H", "H", "H", "H"],
  "xyz": [[0.16959, 0.67003, -0.87111], [1.63449, 3.09293, 0.32399], [0.78829, 4.17033, 0.52799], [0.20129, 4.52773, -0.69901], [0.69809, 3.69133, -1.68131], [1.59129, 2.74473, -1.07411], [2.32199, 2.66413, 1.04389], [0.64329, 4.69383, 1.46059], [-0.50381, 5.33553, -0.83381], [0.51959, 3.78223, -2.74361], [2.46729, 2.35753, -1.60591], [3.42979, -1.20747, -1.05841], [2.89799, -1.23267, 0.34209], [3.47149, -1.94567, 1.31359], [2.97139, -1.93307, 2.72269], [1.59529, -1.23917, 2.85509], [1.17749, -0.34687, 1.70359], [1.76579, -0.44197, 0.51249], [0.10119, 0.40573, 1.77799], [-0.81231, 0.98283, 3.11849], [-0.98561, -0.01957, 4.75599], [-0.09281, 2.66193, 3.69329], [-2.64281, 1.17823, 2.59699], [4.30459, -1.84287, -1.16971], [3.70469, -0.18267, -1.30881], [2.65209, -1.52987, -1.75571], [4.34859, -2.54327, 1.11829], [3.71739, -1.43427, 3.35929], [1.55869, -0.66517, 3.78349], [-0.03551, -0.32817, 5.18199], [-1.60591, -0.90287, 4.62609], [-1.48591, 0.59773, 5.49709], [0.79789, 2.53853, 4.30089], [-0.81531, 3.21293, 4.28679], [0.18259, 3.27553, 2.84529], [-2.78211, 0.93053, 1.55219], [-2.97771, 2.19993, 2.74269], [-3.29581, 0.53583, 3.18109], [-0.66641, -3.19917, -0.94311], [-0.70361, -2.06717, 0.36159], [0.40499, -2.92617, 1.51269], [0.57839, -2.40907, 2.93049], [1.32919, -3.52787, 3.64869], [2.76419, -3.33237, 3.29089], [1.93409, -4.34927, 2.53479], [1.24999, -3.93577, 1.29009], [-2.29941, -2.58517, 1.14409], [-3.44261, -1.88087, 0.78249], [-4.66171, -2.15797, 1.37449], [-4.75051, -3.14417, 2.34279], [-3.62241, -3.86907, 2.69119], [-2.40301, -3.59357, 2.09549], [-0.66571, -2.78187, -2.25171], [-0.90831, -3.69517, -3.28781], [-0.86811, -3.24937, -4.59131], [-0.63501, -1.90327, -4.83321], [-0.44611, -1.06237, -3.75261], [-0.43281, -1.48157, -2.48421], [-0.91251, -4.17017, -0.78331], [-0.36161, -2.10367, 3.38419], [0.98399, -3.91757, 4.59389], [3.55409, -3.74017, 3.90789], [2.18859, -5.39487, 2.65939], [1.40489, -4.44127, 0.35269], [-3.35481, -1.09437, 0.05029], [-5.53551, -1.58957, 1.09109], [-5.69521, -3.34737, 2.82679], [-3.69081, -4.65467, 3.43219], [-1.52441, -4.15327, 2.38329], [-1.12971, -4.72777, -3.05501], [-1.04611, -3.93537, -5.40611], [-0.60251, -1.51047, -5.83441], [-0.32171, 0.00263, -3.90201], [2.89229, 3.49583, -5.28321], [4.17229, 3.24263, -4.01161], [4.61349, 1.57713, -4.34851], [3.80609, 0.49633, -4.18391], [2.16719, 0.46653, -3.76771], [4.60449, -1.05227, -4.60571], [6.16109, -0.41947, -5.05101], [7.41329, -1.36257, -5.53581], [6.25189, 1.30323, -4.93161], [2.52379, 4.50693, -5.15151], [2.09919, 2.77403, -5.11331], [3.33289, 3.37463, -6.26931], [-4.71711, 2.25523, -2.93931], [-4.09671, 3.24813, -1.44671], [-4.82711, 4.34063, -1.00721], [-4.37031, 5.06173, 0.08289], [-3.21921, 4.66663, 0.74629], [-2.51851, 3.55183, 0.32009], [-2.94351, 2.84413, -0.79991], [-2.10351, 1.67273, -1.24151], [-2.10661, 0.64573, -0.51871], [-1.38031, 1.77723, -2.25101], [-5.73301, 4.62933, -1.51801], [-4.93031, 5.91993, 0.42909], [-2.85611, 5.23773, 1.58779], [-1.62411, 3.22063, 0.83079]],
  "mulliken_spin": [6.969, 0.008, -0.009, -0.010, 0.010, 0.037, 0.002, -0.002, -0.001, 0.001, -0.010, 0.012, -0.025, -0.002, -0.001, -0.001, -0.007, 0.020, -0.010, 0.000, 0.000, 0.003, 0.002, 0.000, 0.000, -0.002, 0.000, 0.000, 0.000, 0.000, 0.000, 0.000, 0.000, 0.000, -0.002, -0.001, 0.000, 0.000, -0.005, 0.016, -0.010, 0.001, 0.000, 0.000, -0.001, -0.001, 0.003, -0.001, 0.000, 0.000, 0.000, 0.000, 0.008, -0.001, 0.002, -0.004, 0.008, 0.007, 0.000, 0.000, 0.000, 0.000, 0.000, 0.000, 0.004, 0.000, 0.000, 0.000, 0.000, 0.000, 0.000, 0.000, -0.002, 0.000, 0.000, 0.000, 0.004, 0.009, 0.000, 0.000, 0.000, 0.000, 0.000, 0.000, 0.000, 0.000, 0.004, 0.000, 0.000, -0.001, 0.010, -0.024, -0.029, 0.003, 0.009, 0.000, 0.000, 0.000, 0.010]
}

---

No. 2
{
  "formula": "C42H42BrN7O2PSeSn",
  "method": "ωB97M-V with the def2-TZVPD basis set",
  "relative_energy_kj_mol": 0.0,
  "energy_ev": -209248.573,
  "charge": 3,
  "lumo_energy_ev": -10.042,
  "max_force_ev_per_a": 0.3,
  "homo_lumo_gap_ha": 0.14533,
  "symbols": ["Sn", "Br", "C", "C", "C", "C", "C", "C", "N", "N", "C", "C", "C", "C", "O", "C", "N", "C", "C", "C", "C", "H", "H", "H", "H", "H", "H", "H", "H", "H", "C", "P", "C", "C", "C", "C", "C", "C", "C", "C", "C", "C", "C", "C", "H", "H", "H", "H", "H", "H", "H", "H", "H", "H", "H", "H", "H", "C", "N", "C", "Se", "N", "C", "C", "C", "C", "C", "C", "H", "H", "H", "H", "H", "H", "H", "H", "C", "N", "C", "C", "C", "N", "C", "C", "O", "H", "H", "H", "H", "H", "H", "H", "H", "H", "H", "H", "H"],
  "xyz": [[-0.10396, 0.98854, 0.04164], [1.11352, -7.37181, 9.89599], [1.59550, -5.98514, 8.80065], [1.17601, -6.01360, 7.44045], [1.53153, -5.00381, 6.61117], [2.31819, -3.91495, 7.12359], [2.74211, -3.91833, 8.49523], [2.37830, -4.93594, 9.32192], [2.69163, -2.86429, 6.42751], [2.49731, -2.74989, 5.17012], [1.82752, -1.87190, 4.52345], [0.89329, -0.95881, 5.18782], [0.19819, -0.04733, 4.50320], [0.34316, 0.07502, 3.05091], [-0.28570, 0.91047, 2.41315], [1.29023, -0.83359, 2.35970], [1.39583, -0.66752, 1.03708], [2.21712, -1.46033, 0.35937], [2.98429, -2.44113, 0.98462], [2.88200, -2.60975, 2.34856], [2.00892, -1.78745, 3.06259], [0.59229, -6.85271, 7.08921], [1.24682, -5.01577, 5.56715], [3.34830, -3.09149, 8.84217], [2.68342, -4.95726, 10.35836], [0.79847, -1.03717, 6.26373], [-0.48114, 0.64268, 4.98603], [2.25896, -1.31732, -0.71402], [3.64560, -3.05943, 0.39432], [3.46353, -3.36489, 2.86082], [-0.18438, 3.82011, -4.20957], [-0.30464, 2.65859, -2.79823], [0.79145, 1.28452, -3.30974], [1.99188, 1.53660, -3.97809], [2.87271, 0.50672, -4.27319], [2.58858, -0.79711, -3.88347], [1.40250, -1.06448, -3.21684], [0.50803, -0.03479, -2.93724], [-1.96398, 1.93347, -3.02067], [-2.92535, 2.19060, -2.04617], [-4.22951, 1.73382, -2.19777], [-4.57829, 1.01228, -3.32782], [-3.62451, 0.74360, -4.30522], [-2.32563, 1.20031, -4.15338], [-0.32227, 3.31881, -5.16741], [0.77591, 4.33479, -4.20340], [-0.96377, 4.57183, -4.08460], [2.23355, 2.54246, -4.29976], [3.78001, 0.71888, -4.82448], [3.27125, -1.59919, -4.13106], [1.14768, -2.08336, -2.94682], [-0.45653, -0.28179, -2.50366], [-2.66209, 2.78538, -1.17685], [-4.97545, 1.96129, -1.44683], [-5.59592, 0.66502, -3.45583], [-3.90353, 0.19526, -5.19630], [-1.59164, 0.99819, -4.92580], [-2.29197, -2.71283, -2.89610], [-3.24791, -2.16952, -1.94708], [-2.99095, -1.72654, -0.70830], [-1.35527, -1.77465, 0.19669], [-4.15005, -1.30458, -0.17495], [-5.19249, -1.48809, -1.07766], [-6.55146, -1.21552, -1.00883], [-7.30058, -1.53681, -2.12582], [-6.71691, -2.10845, -3.26595], [-5.36162, -2.37314, -3.33137], [-4.61342, -2.04549, -2.20914], [-1.33297, -2.81954, -2.39757], [-2.19901, -2.03980, -3.74876], [-2.63407, -3.68917, -3.23472], [-4.22252, -0.96387, 0.76892], [-7.00675, -0.78345, -0.12815], [-8.36558, -1.35059, -2.11883], [-7.34530, -2.35107, -4.11169], [-4.91405, -2.81316, -4.21205], [0.66361, 4.70570, 1.07754], [1.78471, 4.44941, 0.18281], [2.34810, 5.62654, -0.48603], [3.09586, 5.22479, -1.73785], [4.03391, 4.08422, -1.40660], [3.27080, 2.97646, -0.82966], [3.81761, 1.64244, -0.99496], [2.21459, 3.20258, -0.03377], [1.62271, 2.22358, 0.55203], [-0.26923, 4.80010, 0.51659], [0.84914, 5.64116, 1.60275], [0.57127, 3.90921, 1.80851], [3.00411, 6.15297, 0.21200], [1.52055, 6.29383, -0.72723], [3.65504, 6.07594, -2.12261], [2.39290, 4.90731, -2.51185], [4.81179, 4.40742, -0.70823], [4.52927, 3.70897, -2.30098], [4.11865, 1.51016, -2.03156], [3.06231, 0.89950, -0.76388], [4.68780, 1.48711, -0.35193]],
  "lowdin_charge": [1.270, 1.016, -0.627, -0.071, 0.052, -0.228, 0.071, -0.069, 0.173, 0.141, -0.153, 0.061, 0.072, -0.288, -0.049, -0.165, -0.015, -0.089, 0.029, 0.053, -0.054, 0.123, 0.131, 0.143, 0.127, 0.132, 0.144, 0.106, 0.133, 0.134, -0.248, 0.934, -0.406, -0.094, -0.070, -0.065, -0.095, -0.185, -0.420, -0.132, -0.069, -0.069, -0.061, -0.085, 0.058, 0.024, 0.054, 0.103, 0.120, 0.115, 0.108, 0.042, 0.086, 0.114, 0.110, 0.117, 0.117, -0.003, -0.047, -0.688, 0.633, 0.137, -0.184, 0.006, -0.054, -0.053, 0.002, -0.172, 0.045, 0.099, 0.111, 0.161, 0.123, 0.119, 0.120, 0.124, -0.008, -0.058, -0.124, -0.132, -0.120, -0.055, -0.006, -0.462, -0.243, 0.099, 0.105, 0.082, 0.140, 0.135, 0.134, 0.103, 0.142, 0.130, 0.083, 0.056, 0.110]
}